1.
118
Properties=species:S:1:pos:R:3 method="wB97M-V/def2-TZVPD" multiplicity=2 total_charge=-2 e_tot_ev=-155436.76777 homo_ev="-0.52 / -1.75"
Rb 0.59 -0.51 0.77
C 2.24 -3.21 2.73
O 1.16 -2.31 2.85
C 0.44 -2.35 4.02
C 1.01 -2.76 5.22
C 0.29 -2.72 6.41
C -1.01 -2.26 6.38
C -1.58 -1.83 5.19
C -0.88 -1.86 3.98
N -1.40 -1.37 2.76
N -2.65 -0.83 3.01
C -3.25 0.08 2.22
C -2.68 0.99 1.24
O -1.49 0.93 0.81
C -3.50 2.10 0.82
C -4.78 2.30 1.23
C -5.41 1.37 2.11
C -6.75 1.53 2.53
C -7.35 0.62 3.37
C -6.61 -0.50 3.80
C -5.30 -0.67 3.41
C -4.66 0.27 2.58
H 3.11 -2.87 3.29
H 2.48 -3.25 1.67
H 1.95 -4.22 3.04
H 2.03 -3.11 5.23
H 0.75 -3.06 7.33
H -1.60 -2.24 7.29
H -2.60 -1.48 5.16
H -3.00 2.82 0.18
H -5.34 3.17 0.89
H -7.31 2.39 2.16
H -8.38 0.76 3.67
H -7.08 -1.24 4.43
H -4.75 -1.56 3.70
C 4.60 -4.38 -1.91
N 3.33 -3.71 -1.72
C 2.09 -4.25 -1.96
C 1.18 -3.29 -1.62
N 1.83 -2.17 -1.19
C 3.12 -2.43 -1.26
P 4.48 -1.29 -0.91
C 3.78 0.30 -1.44
N 2.79 0.95 -0.88
C 2.70 2.15 -1.54
C 3.64 2.21 -2.52
N 4.33 1.04 -2.46
C 5.42 0.65 -3.34
C 4.46 -1.06 0.91
N 3.58 -0.42 1.65
C 4.10 -0.41 2.92
C 5.30 -1.06 2.94
N 5.52 -1.48 1.66
C 6.68 -2.23 1.22
H 4.40 -5.39 -2.25
H 5.21 -3.87 -2.65
H 5.16 -4.44 -0.97
H 1.97 -5.26 -2.30
H 0.10 -3.35 -1.60
H 1.96 2.89 -1.25
H 3.87 2.96 -3.27
H 5.46 1.36 -4.16
H 6.38 0.65 -2.82
H 5.25 -0.34 -3.75
H 3.57 0.04 3.74
H 5.98 -1.28 3.74
H 7.31 -2.43 2.08
H 6.39 -3.18 0.78
H 7.26 -1.67 0.48
S -3.77 -4.00 2.63
Sb -1.97 -3.27 1.45
S -0.25 -4.78 1.34
S -2.24 -2.18 -0.55
S 1.63 3.44 1.76
C 0.30 3.12 2.71
N 0.14 2.07 3.51
C -1.08 1.91 4.29
C -2.03 3.06 3.89
S -1.08 4.18 2.82
H 0.81 1.31 3.43
H -0.84 1.94 5.35
H -1.53 0.96 4.07
H -2.37 3.62 4.76
H -2.89 2.70 3.34
F -1.92 6.94 -3.29
C -1.66 5.62 -3.08
C -2.70 4.77 -2.81
C -2.42 3.42 -2.59
C -1.11 2.93 -2.63
C -0.09 3.85 -2.91
C -0.35 5.19 -3.13
Sb -0.67 0.83 -2.25
C -2.54 0.27 -3.15
C -2.67 -0.07 -4.50
C -3.91 -0.38 -5.05
C -5.01 -0.33 -4.23
F -6.23 -0.62 -4.76
C -4.94 0.01 -2.89
C -3.69 0.31 -2.36
C 0.55 0.74 -4.07
C 0.45 1.59 -5.18
C 1.35 1.53 -6.24
C 2.36 0.59 -6.18
F 3.26 0.55 -7.21
C 2.50 -0.29 -5.13
C 1.59 -0.20 -4.08
H -3.71 5.15 -2.78
H -3.25 2.74 -2.40
H 0.94 3.50 -2.96
H 0.44 5.90 -3.33
H -1.79 -0.11 -5.14
H -4.02 -0.66 -6.08
H -5.83 0.02 -2.28
H -3.62 0.55 -1.31
H -0.34 2.33 -5.21
H 1.28 2.19 -7.09
H 3.30 -1.02 -5.14
H 1.70 -0.87 -3.23



2.
108
Properties=species:S:1:pos:R:3 method="wB97M-V/def2-TZVPD" total_charge=+1 e_tot_ev=-104725.92509 homo_ev=-9.24 relative_energy_kcal_mol=13.6
Al -1.95 0.85 1.42
N -0.30 -0.30 1.38
S 1.15 -0.27 1.26
N 1.75 -1.14 -0.05
S 1.74 -0.53 -1.48
N 0.68 0.48 -1.95
S -0.97 0.54 -1.67
N -1.42 1.24 -0.48
C -1.44 1.46 -3.14
C -0.78 1.36 -4.35
C -1.24 2.08 -5.44
C -2.35 2.91 -5.30
C -2.98 3.03 -4.07
C -2.53 2.30 -2.98
C -1.47 -1.18 -2.04
C -1.48 -2.11 -1.02
C -1.75 -3.44 -1.31
C -2.01 -3.83 -2.62
C -2.02 -2.89 -3.63
C -1.74 -1.56 -3.35
C 1.84 -1.94 -2.57
C 1.83 -3.23 -2.06
C 1.89 -4.30 -2.94
C 1.97 -4.07 -4.31
C 1.99 -2.77 -4.80
C 1.92 -1.70 -3.93
C 3.28 0.32 -1.82
C 3.26 1.60 -2.33
C 4.47 2.24 -2.56
C 5.67 1.59 -2.27
C 5.66 0.30 -1.76
C 4.46 -0.35 -1.53
C 2.07 1.27 1.14
C 3.44 1.23 1.37
C 4.17 2.40 1.23
C 3.53 3.57 0.85
C 2.17 3.58 0.61
C 1.42 2.42 0.75
C 1.94 -1.13 2.61
C 2.16 -2.50 2.55
C 2.60 -3.15 3.70
C 2.80 -2.44 4.87
C 2.58 -1.07 4.91
C 2.13 -0.41 3.77
H 0.10 0.73 -4.42
H -0.74 2.00 -6.39
H -2.70 3.47 -6.15
H -3.82 3.70 -3.96
H -2.99 2.39 -2.00
H -1.29 -1.79 0.00
H -1.74 -4.18 -0.52
H -2.21 -4.87 -2.84
H -2.24 -3.18 -4.65
H -1.73 -0.83 -4.15
H 1.77 -3.37 -0.99
H 1.88 -5.31 -2.56
H 2.02 -4.91 -4.99
H 2.05 -2.60 -5.87
H 1.95 -0.68 -4.30
H 2.32 2.08 -2.54
H 4.49 3.24 -2.96
H 6.61 2.09 -2.46
H 6.59 -0.21 -1.55
H 4.43 -1.36 -1.13
H 3.92 0.31 1.67
H 5.24 2.40 1.42
H 4.10 4.49 0.75
H 1.68 4.50 0.31
H 0.36 2.39 0.57
H 2.00 -3.03 1.62
H 2.77 -4.22 3.67
H 3.13 -2.95 5.76
H 2.74 -0.51 5.82
H 1.94 0.66 3.79
C -2.12 -2.39 4.40
C -1.31 -1.85 5.39
C -0.97 -0.51 5.30
C -1.40 0.25 4.22
N -2.14 -0.31 3.24
C -2.50 -1.58 3.35
C -1.07 1.67 4.04
C -0.77 2.48 5.14
C -0.48 3.82 4.95
C -0.51 4.35 3.67
C -0.85 3.54 2.59
C -1.12 2.17 2.73
H -2.44 -3.43 4.44
H -0.95 -2.45 6.21
H -0.35 -0.06 6.06
H -3.13 -1.98 2.56
H -0.81 2.08 6.15
H -0.25 4.45 5.80
H -0.31 5.40 3.52
H -0.91 3.99 1.61
C -3.70 1.91 1.30
H -4.31 1.78 0.39
H -3.51 2.98 1.41
H -4.34 1.63 2.15
N -6.11 -0.76 -1.22
C -4.66 -0.88 -1.18
C -4.21 -0.95 0.27
O -5.11 -1.42 1.10
O -3.12 -0.61 0.65
H -6.49 -1.01 -2.12
H -6.40 0.19 -1.02
H -5.95 -1.51 0.60
H -4.10 -0.09 -1.68
H -4.38 -1.84 -1.64



3.
115
Properties=species:S:1:pos:R:3 method="wB97M-V/def2-TZVPD" multiplicity=2 total_charge=+2 e_tot_ev=-254708.59277 homo_ev="-11.72 / -11.72" relative_energy_kcal_mol=29.6
Pb -0.59 -0.19 -1.23
Cl -5.81 0.09 -0.79
C -4.94 -0.88 -1.93
C -5.68 -1.63 -2.86
C -5.05 -2.41 -3.78
Cl -5.97 -3.34 -4.91
C -3.63 -2.45 -3.83
C -2.89 -3.20 -4.76
C -1.52 -3.16 -4.74
C -0.89 -2.36 -3.78
N -1.55 -1.66 -2.89
C -2.91 -1.68 -2.89
C -3.56 -0.87 -1.89
O -2.84 -0.21 -1.02
H -6.76 -1.59 -2.82
H -3.42 -3.81 -5.49
H -0.93 -3.73 -5.44
H 0.20 -2.29 -3.75
N 0.43 1.27 -4.75
C 1.47 0.57 -4.16
C 2.69 0.54 -4.85
C 3.74 -0.16 -4.31
C 3.58 -0.81 -3.09
C 2.35 -0.72 -2.48
N 1.30 -0.07 -3.01
C -0.79 1.77 -4.32
C -1.46 2.59 -5.26
C -2.67 3.14 -4.93
C -3.21 2.88 -3.68
C -2.51 2.07 -2.83
N -1.31 1.51 -3.12
H 0.68 1.62 -5.66
H 2.79 1.07 -5.79
H 4.69 -0.19 -4.83
H 4.39 -1.35 -2.62
H 2.18 -1.19 -1.52
H -1.01 2.77 -6.22
H -3.19 3.76 -5.65
H -4.16 3.29 -3.36
H -2.91 1.82 -1.85
N -2.70 -2.05 1.85
C -2.27 -1.00 1.62
H -3.06 -2.97 1.99
S 4.47 -5.38 -2.85
C 3.41 -4.85 -1.74
S 1.77 -4.34 -2.09
C 1.58 -3.78 -0.46
N 2.65 -4.04 0.30
N 3.61 -4.64 -0.37
C 4.80 -4.98 0.36
C 5.20 -4.11 1.37
C 6.32 -4.43 2.11
C 7.03 -5.59 1.85
C 6.61 -6.45 0.85
C 5.48 -6.16 0.10
S 0.24 -3.00 0.15
H 4.64 -3.21 1.56
H 6.64 -3.76 2.90
H 7.91 -5.84 2.44
H 7.14 -7.37 0.66
H 5.14 -6.85 -0.66
C -2.05 0.55 4.48
Ge -3.58 1.36 3.56
C -4.19 2.99 4.48
C -5.09 0.18 3.16
Ge -2.78 2.41 1.50
C -4.03 3.35 0.40
C -3.68 4.43 -0.42
C -4.66 5.15 -1.08
C -6.00 4.79 -0.94
C -6.36 3.73 -0.12
C -5.38 3.02 0.55
C -0.99 3.08 1.31
C -0.48 3.53 0.09
C 0.71 4.23 0.05
C 1.40 4.49 1.23
C 0.93 4.01 2.44
C -0.26 3.29 2.48
H -2.32 -0.44 4.84
H -1.79 1.17 5.34
H -1.19 0.45 3.82
H -4.67 2.69 5.42
H -4.92 3.54 3.89
H -3.36 3.65 4.72
H -4.99 -0.75 3.72
H -5.16 -0.06 2.10
H -6.01 0.67 3.48
H -2.65 4.74 -0.51
H -4.39 5.99 -1.71
H -6.76 5.36 -1.46
H -7.40 3.47 0.00
H -5.67 2.20 1.20
H -1.02 3.36 -0.83
H 1.10 4.58 -0.90
H 2.33 5.05 1.19
H 1.47 4.21 3.35
H -0.62 2.93 3.44
N 2.60 -1.27 2.29
C 2.78 0.04 2.03
S 2.04 0.80 0.72
N 3.55 0.75 2.87
C 4.43 0.27 3.88
C 4.49 0.97 5.09
C 5.38 0.57 6.07
C 6.20 -0.53 5.87
C 6.15 -1.21 4.67
C 5.27 -0.82 3.67
H 1.94 -1.78 1.72
H 2.92 -1.68 3.15
H 3.55 1.74 2.69
H 3.84 1.82 5.25
H 5.42 1.12 7.01
H 6.90 -0.84 6.64
H 6.82 -2.05 4.49
H 5.28 -1.31 2.71



4.
108
Properties=species:S:1:pos:R:3 method="wB97M-V/def2-TZVPD" multiplicity=3 total_charge=+3 e_tot_ev=-115012.34188 homo_ev="-15.19 / -15.19" relative_energy_kcal_mol=22.2
Mo 0.00 0.04 0.41
C -6.70 0.06 -2.11
C -6.58 -0.02 -0.58
C -7.98 -0.08 0.04
C -5.80 1.19 -0.08
C -6.36 2.38 0.36
C -5.57 3.45 0.77
C -4.19 3.34 0.78
C -3.60 2.16 0.33
P -1.81 1.92 0.19
C -1.47 2.15 -1.58
C -0.60 1.26 -2.21
C -0.33 1.31 -3.56
C -0.97 2.29 -4.32
C -1.85 3.17 -3.73
C -2.12 3.10 -2.36
C -1.25 3.33 1.19
C -1.26 3.19 2.57
C -1.03 4.30 3.38
C -0.82 5.55 2.81
C -0.85 5.69 1.42
C -1.06 4.58 0.61
C -4.42 1.14 -0.10
O -3.75 0.02 -0.52
C -4.37 -1.16 -0.19
C -3.54 -2.18 0.19
C -4.11 -3.42 0.49
C -5.48 -3.58 0.43
C -6.30 -2.50 0.10
C -5.76 -1.25 -0.21
P -1.74 -2.01 0.40
C -1.23 -3.32 -0.75
C -1.10 -2.96 -2.09
C -0.84 -3.93 -3.05
C -0.73 -5.26 -2.68
C -0.89 -5.62 -1.35
C -1.13 -4.66 -0.38
C -1.49 -2.51 2.12
C -2.35 -1.93 3.06
C -2.17 -2.17 4.41
C -1.13 -2.99 4.83
C -0.27 -3.56 3.90
C -0.44 -3.32 2.55
H -7.26 0.95 -2.40
H -7.23 -0.82 -2.49
H -5.72 0.10 -2.59
H -8.55 0.80 -0.23
H -7.93 -0.14 1.13
H -8.53 -0.93 -0.34
H -7.43 2.49 0.39
H -6.03 4.36 1.11
H -3.59 4.17 1.12
H -0.07 0.46 -1.64
H 0.34 0.60 -4.02
H -0.78 2.35 -5.38
H -2.35 3.92 -4.33
H -2.84 3.77 -1.92
H -1.49 2.24 3.04
H -1.03 4.19 4.45
H -0.65 6.41 3.43
H -0.73 6.67 0.98
H -1.11 4.70 -0.46
H -3.49 -4.26 0.78
H -5.93 -4.53 0.65
H -7.37 -2.64 0.10
H -1.22 -1.93 -2.40
H -0.75 -3.65 -4.09
H -0.56 -6.02 -3.43
H -0.84 -6.66 -1.06
H -1.27 -4.96 0.65
H -3.18 -1.32 2.73
H -2.84 -1.74 5.13
H -0.99 -3.19 5.89
H 0.53 -4.21 4.23
H 0.24 -3.76 1.84
S 0.39 0.10 2.81
C 2.01 0.22 2.22
N 2.08 0.30 0.91
C 3.38 0.16 0.43
C 3.79 0.11 -0.89
C 5.15 -0.01 -1.15
C 6.08 -0.09 -0.10
C 5.67 -0.06 1.22
C 4.30 0.05 1.47
S 3.50 0.06 3.03
H 3.08 0.21 -1.70
H 5.50 -0.03 -2.17
H 7.13 -0.16 -0.33
H 6.39 -0.11 2.03
C 1.37 4.05 -1.57
S 1.63 2.66 -0.46
C 2.37 3.48 0.96
H 2.33 4.32 -2.02
H 0.97 4.91 -1.04
H 0.69 3.74 -2.36
H 1.76 4.34 1.24
H 3.38 3.80 0.72
H 2.39 2.79 1.79
N 3.75 -5.37 -0.55
C 3.46 -4.08 -0.56
N 4.42 -3.17 -0.69
N 2.17 -3.75 -0.45
C 1.59 -2.66 -0.26
N 0.94 -1.70 -0.08
H 4.68 -5.72 -0.67
H 2.99 -6.04 -0.49
H 5.39 -3.43 -0.81
H 4.19 -2.19 -0.76